one) The following is a quantum chemistry calculation of a gas-phase ion, C9H12N3O (charge +1), from the OMol25 dataset.

Its charge is +1. As for the spin multiplicity: 1. For the orbital gap, the calculation gives 8.4 eV.

Element x y z (Å)
1 C 2.193 0.295 -0.032
2 C 3.318 -0.367 0.345
3 C 1.260 -0.735 -0.298
4 C -0.686 1.622 0.833
5 C -0.132 0.632 1.752
6 C -0.844 1.684 -0.490
7 C -0.783 -0.546 2.053
8 C -0.815 0.500 -1.398
9 C -0.049 -0.768 -0.862
10 N 1.782 -1.877 0.013
11 N -2.200 0.115 -1.713
12 N -0.786 -1.863 -0.856
13 O 2.995 -1.662 0.396
14 H 2.000 1.314 -0.205
15 H 4.315 0.031 0.665
16 H -1.014 2.627 1.259
17 H 0.763 0.928 2.162
18 H -1.248 2.593 -0.820
19 H -0.269 -1.029 2.753
20 H -0.457 0.870 -2.354
21 H -2.757 0.282 -0.909
22 H -1.897 -0.774 1.880
23 H -0.447 -2.679 -0.373
24 H -1.768 -1.569 -1.187
25 H -2.474 0.378 -2.618

Results of the Löwdin charge analysis, in e, for atoms 1 through 2: C 0.017; C -0.023


two) The following is a quantum chemistry calculation of a gas-phase ion, C9H12N3O (charge +1), from the OMol25 dataset.

Its charge is +1. As for the spin multiplicity: 1. For the orbital gap, the calculation gives 9.0 eV.

Element x y z (Å)
1 C -2.510 0.672 -0.696
2 C -3.728 0.271 -0.085
3 C -1.486 -0.085 -0.096
4 C 2.857 -0.833 0.305
5 C 1.989 -1.700 -0.524
6 C 2.400 0.273 0.930
7 C 0.677 -1.470 -0.571
8 C 0.824 0.521 0.996
9 C 0.156 -0.020 -0.230
10 N -3.534 -0.751 0.739
11 N -2.169 -0.872 0.760
12 N 0.546 0.902 -1.296
13 O 0.571 1.991 1.000
14 H -2.428 1.399 -1.365
15 H -4.719 0.696 -0.252
16 H 3.791 -1.200 0.351
17 H 2.322 -2.625 -1.035
18 H 2.976 0.987 1.474
19 H 0.045 -2.203 -1.143
20 H 0.642 0.046 1.954
21 H -1.748 -1.623 1.313
22 H 0.703 1.811 -0.752
23 H -0.231 1.115 -1.947
24 H 1.362 0.596 -1.780
25 H 0.692 2.103 1.951

Results of the Löwdin charge analysis, in e, for atoms 1 through 2: C -0.026; C -0.126


three) The following is a quantum chemistry calculation of a gas-phase ion, C9H12N3O (charge +1), from the OMol25 dataset.

Its charge is +1. As for the spin multiplicity: 1. For the orbital gap, the calculation gives 7.9 eV.

Element x y z (Å)
1 C -3.202 1.148 -0.012
2 C -1.970 1.699 0.134
3 C -3.352 -0.262 -0.113
4 C -2.233 -0.968 0.036
5 C -0.794 0.969 0.211
6 C 1.458 1.162 -0.807
7 C 0.214 -1.250 0.184
8 C 1.457 0.442 0.453
9 C 2.642 0.184 1.252
10 N 0.501 1.468 0.319
11 N -0.968 -0.415 0.194
12 N 0.218 -2.122 -0.833
13 O 0.830 0.672 -1.931
14 H -4.050 1.791 0.141
15 H -1.972 2.733 0.115
16 H -4.355 -0.621 0.081
17 H -2.179 -1.991 0.019
18 H 2.196 1.869 -0.956
19 H 0.150 -1.780 1.179
20 H 2.473 0.064 2.291
21 H 3.302 1.176 1.220
22 H 3.168 -0.782 0.827
23 H -0.377 -1.857 -1.698
24 H 1.511 0.831 -2.607
25 H 0.983 -2.736 -1.126

Results of the Löwdin charge analysis, in e, for atoms 1 through 2: C 0.010; C 0.037


Most stable = two)


one) The following is a quantum chemistry calculation of a molecular structure, C24H43CaClLiMgN7O15, from the OMol25 dataset.

Its charge is +2. As for the spin multiplicity: 1. For the orbital gap, the calculation gives 1.5 eV.

Element x y z (Å)
1 C 6.018 -6.030 1.856
2 C 5.248 -4.812 1.366
3 O 4.669 -5.099 0.071
4 C 4.131 -3.933 -0.581
5 C 2.903 -3.361 0.118
6 O 1.998 -3.077 -0.929
7 C 0.725 -2.617 -0.604
8 C -0.421 -3.554 -0.749
9 C -0.024 -4.974 -0.355
10 C -0.522 -6.081 -1.318
11 N -1.458 -7.000 -0.649
12 C -1.610 -3.061 0.040
13 C -2.814 -3.989 0.117
14 N -3.615 -3.671 1.320
15 H 7.088 -5.848 1.885
16 H 5.822 -6.904 1.224
17 H 5.700 -6.316 2.857
18 H 4.448 -4.560 2.062
19 H 5.892 -3.935 1.298
20 H 3.826 -4.241 -1.583
21 H 4.926 -3.191 -0.670
22 H 3.152 -2.457 0.682
23 H 2.489 -4.101 0.812
24 H 0.711 -2.197 0.512
25 H 0.567 -1.764 -1.285
26 H -0.420 -5.242 0.640
27 H 1.057 -5.054 -0.302
28 H -1.013 -5.614 -2.170
29 H 0.339 -6.635 -1.714
30 H -1.148 -7.170 0.301
31 H -1.480 -7.904 -1.106
32 H -1.244 -2.777 1.088
33 H -2.030 -2.149 -0.424
34 H -3.462 -3.818 -0.740
35 H -2.489 -5.025 0.116
36 H -3.198 -4.098 2.140
37 H -4.539 -4.078 1.222
38 C -4.779 -0.618 0.851
39 N -5.802 0.350 0.365
40 O -6.919 -0.023 0.154
41 O -5.398 1.505 0.229
42 H -5.187 -1.612 0.968
43 H -3.988 -0.598 0.105
44 H -4.433 -0.227 1.805
45 Li 5.129 -6.465 -1.039
46 C -3.956 11.717 -1.784
47 N -3.740 10.326 -1.326
48 C -3.763 9.332 -2.234
49 C -3.542 8.031 -1.862
50 C -3.281 7.729 -0.522
51 C -3.274 8.775 0.400
52 C -3.509 10.060 -0.029
53 C -3.005 6.335 -0.123
54 C -1.844 5.995 0.578
55 C -1.596 4.682 0.888
56 N -2.468 3.717 0.534
57 C -3.611 4.022 -0.121
58 C -3.896 5.317 -0.461
59 C -2.194 2.289 0.759
60 H -4.914 11.778 -2.293
61 H -3.152 11.994 -2.461
62 H -3.955 12.376 -0.923
63 H -3.954 9.619 -3.259
64 H -3.554 7.260 -2.621
65 H -3.099 8.599 1.452
66 H -3.518 10.902 0.647
67 H -1.106 6.740 0.842
68 H -0.691 4.365 1.385
69 H -4.258 3.193 -0.375
70 H -4.810 5.521 -1.001
71 H -2.203 1.854 -0.240
72 H -2.933 1.826 1.407
73 H -1.197 2.208 1.189
74 N 8.738 -5.924 4.058
75 O 8.990 -6.744 3.211
76 O 8.313 -6.238 5.212
77 O 9.019 -4.669 3.886
78 C 7.420 -1.700 3.270
79 O 6.551 -2.709 3.231
80 H 8.469 -2.023 3.029
81 H 7.245 -0.854 2.577
82 H 7.565 -1.245 4.280
83 O 2.102 0.705 -2.615
84 Cl 0.778 0.807 -3.154
85 O 0.359 2.142 -3.302
86 O -0.155 0.256 -2.053
87 O 0.594 -0.021 -4.272
88 Mg 10.319 -5.134 5.546
89 N -1.861 2.873 -5.278
90 O -2.246 1.838 -4.694
91 O -2.524 3.928 -5.147
92 O -0.829 2.862 -5.957
93 Ca -0.669 -0.687 -0.262

Results of the Löwdin charge analysis, in e, for atoms 1 through 2: C -0.039; C -0.227


two) The following is a quantum chemistry calculation of a molecular structure, C24H43CaClLiMgN7O15, from the OMol25 dataset.

Its charge is +2. As for the spin multiplicity: 1. For the orbital gap, the calculation gives 0.9 eV.

Element x y z (Å)
1 C -2.684 5.522 -5.419
2 C -1.893 4.237 -4.982
3 O -0.499 4.533 -5.124
4 C 0.333 3.365 -4.968
5 C 0.231 2.827 -3.515
6 O 1.530 2.511 -3.000
7 C 1.379 2.199 -1.632
8 C 1.879 3.299 -0.608
9 C 1.591 4.738 -1.102
10 C 2.846 5.660 -0.867
11 N 2.553 6.745 0.096
12 C 1.166 2.987 0.788
13 C 1.359 4.061 1.887
14 N 0.166 3.958 2.800
15 H -3.281 5.354 -6.327
16 H -1.973 6.365 -5.561
17 H -3.376 5.833 -4.623
18 H -2.190 4.055 -3.933
19 H -2.232 3.366 -5.565
20 H 1.366 3.679 -5.209
21 H 0.037 2.578 -5.687
22 H -0.421 1.936 -3.482
23 H -0.196 3.632 -2.885
24 H 0.269 1.936 -1.377
25 H 2.001 1.241 -1.415
26 H 0.768 5.199 -0.511
27 H 1.353 4.819 -2.174
28 H 3.730 5.090 -0.549
29 H 3.120 6.143 -1.835
30 H 1.585 7.031 -0.002
31 H 3.115 7.561 -0.111
32 H 0.051 2.819 0.575
33 H 1.595 1.992 1.189
34 H 2.236 3.830 2.512
35 H 1.376 5.091 1.508
36 H -0.572 4.471 2.333
37 H 0.376 4.380 3.695
38 C 0.679 1.055 4.257
39 N 1.358 0.355 5.375
40 O 1.726 1.013 6.307
41 O 1.488 -0.853 5.262
42 H 0.620 2.114 4.471
43 H 1.273 0.874 3.364
44 H -0.316 0.626 4.167
45 Li 0.304 5.876 -6.104
46 C -1.118 -11.105 5.974
47 N -0.947 -9.736 5.441
48 C 0.295 -9.289 5.173
49 C 0.492 -8.034 4.638
50 C -0.601 -7.209 4.360
51 C -1.873 -7.698 4.672
52 C -2.021 -8.958 5.210
53 C -0.432 -5.885 3.739
54 C -1.064 -5.577 2.527
55 C -0.934 -4.325 1.973
56 N -0.198 -3.375 2.593
57 C 0.443 -3.644 3.755
58 C 0.341 -4.886 4.338
59 C -0.082 -2.025 2.029
60 H -0.541 -11.190 6.893
61 H -0.757 -11.806 5.223
62 H -2.168 -11.290 6.178
63 H 1.118 -9.958 5.384
64 H 1.503 -7.715 4.419
65 H -2.758 -7.099 4.500
66 H -2.994 -9.360 5.456
67 H -1.658 -6.316 2.003
68 H -1.411 -4.063 1.039
69 H 1.021 -2.843 4.201
70 H 0.854 -5.062 5.275
71 H 0.982 -1.821 1.881
72 H -0.524 -1.320 2.733
73 H -0.608 -1.982 1.077
74 N -6.051 5.554 -6.763
75 O -5.410 6.351 -7.442
76 O -6.758 5.954 -5.806
77 O -6.014 4.318 -7.034
78 C -4.866 1.244 -5.850
79 O -4.405 2.203 -5.053
80 H -5.092 1.541 -6.904
81 H -4.212 0.359 -6.014
82 H -5.826 0.763 -5.560
83 O 2.646 -1.423 -2.927
84 Cl 3.552 -1.193 -1.828
85 O 4.075 -2.429 -1.336
86 O 2.777 -0.564 -0.732
87 O 4.592 -0.292 -2.214
88 Mg -8.196 4.947 -7.563
89 N 6.980 -2.592 -0.429
90 O 6.453 -1.631 0.155
91 O 7.440 -3.537 0.231
92 O 7.042 -2.609 -1.662
93 Ca 1.087 0.506 0.032

Results of the Löwdin charge analysis, in e, for atoms 1 through 2: C -0.032; C -0.231


Most stable = one)